Density functional theory data (the ωB97M-V functional and the def2-TZVPD basis) for a structure of composition C14H14N5O2SSe2TaTe2.

Structure (XYZ):
```
41
Properties=species:S:1:pos:R:3:forces:R:3
Ta -0.8926 0.4528 -1.3607 0.140 -0.056 0.443
O -1.3543 -2.1529 2.3183 -0.023 -0.013 -0.009
C -0.0562 -2.0955 2.7089 0.035 -0.025 -0.019
C 0.3135 -2.9577 3.7358 0.011 0.004 0.006
C 1.6194 -2.9851 4.1837 -0.014 -0.011 0.004
C 2.5868 -2.1512 3.6215 0.007 0.011 -0.013
C 2.2281 -1.2923 2.6109 -0.001 0.005 0.024
C 0.9071 -1.2538 2.1264 -0.028 0.040 0.015
C 0.6082 -0.3391 1.0374 0.021 -0.060 -0.039
O -0.5589 -0.4507 0.3732 -0.089 0.119 0.238
N 1.4323 0.5914 0.6766 0.003 -0.002 -0.036
N 0.8481 1.3152 -0.3355 0.084 -0.129 -0.083
C 1.3429 2.4617 -0.6254 -0.007 0.001 0.010
C 0.5443 3.2982 -1.4963 0.007 -0.001 -0.012
C 0.9450 4.5582 -1.8783 0.000 -0.006 0.003
C 0.0570 5.3513 -2.6040 -0.007 0.003 -0.001
C -1.2000 4.8530 -2.8663 0.000 -0.001 -0.002
C -1.5307 3.5665 -2.4434 -0.010 0.001 -0.002
N -0.6716 2.7775 -1.8030 0.049 0.002 0.056
H -1.5394 -1.4526 1.6795 0.004 0.013 -0.007
H -0.4487 -3.5821 4.1824 -0.002 0.000 -0.001
H 1.8890 -3.6578 4.9872 -0.001 0.001 0.001
H 3.6056 -2.1754 3.9803 -0.002 0.002 0.002
H 2.9600 -0.6334 2.1648 -0.002 -0.002 0.001
H 2.2567 2.8032 -0.1508 -0.002 0.004 -0.001
H 1.9256 4.9188 -1.5989 -0.002 0.003 -0.001
H 0.3407 6.3450 -2.9226 0.001 -0.002 -0.003
H -1.9441 5.4427 -3.3825 0.000 0.000 -0.001
H -2.5206 3.1740 -2.6139 -0.002 -0.006 -0.001
Se 0.2480 0.4616 -3.6526 -0.116 0.019 -0.207
Te -2.1859 0.6846 -4.2819 -0.145 0.050 -0.166
Te -3.5475 -0.4964 -2.2198 -0.089 -0.035 -0.229
Se -3.1496 1.3253 -0.5301 0.080 -0.060 -0.055
N -1.8114 -3.4115 -0.4131 0.017 -0.016 -0.005
C -0.5786 -3.0662 -0.7290 -0.021 0.000 -0.035
N 0.4486 -3.5885 -0.0964 0.004 0.012 0.022
S -0.2517 -1.9529 -2.0641 0.107 0.114 0.099
H -2.0169 -4.0195 0.3673 -0.010 0.010 0.012
H -2.5764 -3.0956 -0.9836 0.003 0.008 -0.003
H 0.3462 -4.2760 0.6378 -0.004 0.000 -0.001
H 1.3815 -3.2947 -0.3394 0.004 0.002 -0.004
```
Positions in Å, forces in eV/Å.

Its spin multiplicity is 1. As for the largest force on an atom: 0.5 eV Å⁻¹. Its energy above the lowest of the compared OMol25 structures with the same formula, charge and spin is 0.00 kJ/mol. Its total charge is +2. The calculation puts the HOMO energy at -14.0 eV.


Density functional theory data (the ωB97M-V functional and the def2-TZVPD basis) for a structure of composition C14H15BrIrNO10P2S at a distorted geometry.

Structure (XYZ):
```
45
Properties=species:S:1:pos:R:3:forces:R:3
Ir 1.5697 -0.2854 -0.0721 0.996 1.740 1.515
O 3.4012 1.2071 3.5243 -0.134 -0.125 0.153
C 3.2387 0.7807 2.3974 1.629 0.875 -0.027
O 2.2077 0.1561 1.9898 -1.882 -1.215 -1.193
C 4.3759 0.9778 1.3904 -0.445 0.036 -0.056
C 5.6755 0.7164 1.7966 0.120 -0.056 -0.083
C 6.7335 0.8463 0.9114 -0.028 0.015 0.001
C 6.5058 1.2654 -0.3912 0.114 0.042 -0.005
C 5.2258 1.5797 -0.7979 -0.178 -0.002 0.084
C 4.1556 1.4376 0.0863 0.453 0.150 0.171
S 2.5662 1.9252 -0.4689 -0.650 -1.373 0.149
H 5.8517 0.3964 2.8121 -0.056 -0.003 0.113
H 7.7409 0.6300 1.2329 0.082 -0.067 0.070
H 7.3307 1.3657 -1.0839 0.019 -0.009 -0.016
H 5.0273 1.9271 -1.8014 0.017 0.048 -0.066
C -1.3200 3.0512 -3.8261 0.129 0.218 -0.102
C -1.0561 1.7510 -3.0971 0.640 -0.068 0.550
O -2.0190 0.7535 -3.3181 -0.375 -0.106 -0.137
P -0.9600 2.0564 -1.2719 -0.362 0.810 0.473
O -2.4979 2.4040 -1.0432 0.142 0.130 -0.460
O -0.2270 3.4364 -1.0164 -0.718 -0.225 -0.381
O -0.5156 0.9542 -0.4036 0.140 -0.314 0.006
P 0.6143 1.1424 -3.5407 0.179 -0.314 -0.574
O 0.5461 0.6366 -5.0528 -0.571 -0.130 0.423
O 1.6611 2.1240 -3.3083 -0.029 0.363 -0.032
O 0.8473 -0.1833 -2.6638 -0.186 0.065 -0.479
H -2.2178 3.5246 -3.4317 -0.061 0.046 -0.028
H -1.4430 2.8668 -4.8915 -0.036 -0.074 -0.043
H -0.4730 3.7167 -3.6742 -0.056 0.153 -0.047
H -2.8872 1.1080 -3.0758 0.100 -0.028 0.007
H -2.7350 2.3915 -0.1140 -0.164 -0.004 0.383
H 0.7114 3.3544 -0.8056 0.568 -0.071 0.141
H 1.2836 1.0110 -5.5407 0.283 0.120 -0.263
O -2.3114 -3.3735 -4.2252 -0.176 -0.090 -0.203
C -1.6134 -2.8184 -3.2245 0.405 0.247 0.501
C -1.7184 -3.2403 -1.8976 0.015 -0.047 -0.133
C -0.9273 -2.6351 -0.9452 -0.121 -0.097 0.037
N -0.1009 -1.6366 -1.2253 0.626 0.651 -0.331
C -0.0317 -1.2148 -2.4817 -0.491 -0.827 -0.019
Br 3.2148 -1.9088 -0.8616 0.069 -0.241 -0.065
C -0.7358 -1.7774 -3.5245 -0.117 -0.296 -0.035
H -2.8678 -4.0948 -3.9007 0.132 0.144 -0.005
H -2.3855 -4.0438 -1.6215 -0.035 -0.058 0.045
H -0.9573 -2.9527 0.0864 0.002 -0.043 0.078
H -0.6339 -1.4190 -4.5336 0.012 0.031 -0.119
```
Positions in Å, forces in eV/Å.

Its spin multiplicity is 5. As for the largest force on an atom: 2.5 eV Å⁻¹. The calculation puts the HOMO energy (spin up / spin down) at -7.6 / -8.0 eV.


Density functional theory data (the ωB97M-V functional and the def2-TZVPD basis) for a structure of composition C14H15CrNO5 at a distorted geometry.

Structure (XYZ):
```
36
Properties=species:S:1:pos:R:3:forces:R:3
Cr 1.8077 1.5083 0.6166 0.126 0.546 0.051
O 2.6714 0.6671 -0.9486 0.347 -0.323 0.273
C 1.5620 0.0306 -0.9920 -1.008 0.061 0.184
O 0.9919 -0.3871 0.0853 1.431 0.419 -1.485
C 0.7754 0.1496 -2.2803 0.992 -0.299 0.506
C 0.1682 -1.2061 -2.6157 -0.316 0.081 -1.919
C -0.4221 -1.1319 -4.0334 -1.059 1.665 -0.762
C -1.7823 -0.3922 -3.7139 1.017 1.657 -0.199
C -1.6092 -0.0174 -2.2215 0.614 -2.418 -0.932
O -0.9724 -1.3017 -1.8119 -0.572 0.821 0.920
C -0.4981 0.9892 -2.0235 -0.852 -1.080 -0.034
C -0.5250 1.7206 -0.7343 0.370 0.222 1.209
O -1.3482 1.5655 0.1585 -0.615 -0.050 -0.097
O 0.4890 2.5092 -0.6317 0.952 0.541 0.508
H 1.4086 0.6384 -3.0507 -0.317 -0.717 0.471
H 0.7543 -2.1094 -2.5883 0.584 -0.037 0.811
H -0.6421 -2.1261 -4.3671 0.042 -0.503 -0.426
H 0.1118 -0.5373 -4.8506 -0.229 -1.031 1.307
H -2.6551 -0.9750 -3.9272 -0.424 -0.422 0.173
H -1.8438 0.5317 -4.3012 -0.170 -0.148 -0.124
H -2.4927 0.1681 -1.6438 -0.359 -0.050 0.272
H -0.5550 1.7706 -2.7226 -0.056 0.983 -1.344
N 0.7064 1.9036 2.2988 1.173 0.110 2.054
C 0.5555 0.6513 3.0316 -1.512 -0.619 0.078
C -0.5233 -0.1853 2.6546 0.797 -0.071 -0.063
C -0.6502 -1.4720 3.1412 0.050 -0.392 2.289
C 0.0826 -1.8511 4.2824 1.353 2.155 -1.784
C 1.0946 -0.9692 4.6623 0.053 -1.309 2.120
C 1.3553 0.2382 4.0887 -0.543 0.452 -1.513
H 0.9479 2.6947 2.9178 0.010 -0.648 -0.316
H -0.1689 2.1338 1.9003 -1.513 0.316 -0.949
H -1.2671 0.1239 1.9592 -0.040 0.461 -0.794
H -1.4223 -2.1656 2.8612 -0.349 0.224 -0.631
H 0.0317 -2.7705 4.7807 -0.481 -1.202 0.446
H 1.6853 -1.1870 5.5668 -0.221 -0.192 -0.546
H 2.1782 0.7905 4.4523 0.723 0.797 0.247
```
Positions in Å, forces in eV/Å.

Its spin multiplicity is 5. As for the largest force on an atom: 3.1 eV Å⁻¹. Its energy above the lowest of the compared OMol25 structures with the same formula, charge and spin is 46.93 kJ/mol. The calculation puts the HOMO energy (spin up / spin down) at -8.5 / -9.2 eV.


Density functional theory data (the ωB97M-V functional and the def2-TZVPD basis) for a structure of composition C14H15N3O4S at a distorted geometry.

Structure (XYZ):
```
37
Properties=species:S:1:pos:R:3:forces:R:3
C 1.7388 -3.3675 -2.5931 -1.878 -1.195 -4.151
C 1.5551 -3.2917 -1.1156 2.215 -1.178 -2.253
H 1.7851 -4.2579 -0.7556 0.790 -1.086 0.813
H 0.5224 -3.2575 -0.9342 -1.352 1.230 0.677
C 2.5143 -2.2451 -0.5933 -1.503 -6.681 7.127
C 1.8959 -1.0521 -0.6127 2.571 4.835 6.144
N 1.3161 -0.6859 -1.5458 -7.442 5.174 -11.546
N 0.7223 0.7437 -1.6669 1.436 -3.143 1.352
C 1.0193 1.2703 -0.5365 0.665 0.298 1.150
N 0.8125 2.6384 -0.1936 -1.079 -2.379 -3.205
C 0.3010 3.2438 0.9493 3.774 5.664 -7.129
O 0.2787 4.4624 0.7277 -1.869 -0.398 1.789
C 0.4066 2.6483 2.1348 -3.665 -5.042 9.732
O -1.1634 2.0454 2.2983 2.480 -0.363 -2.194
C -1.2660 0.9158 1.4358 5.734 -3.391 12.777
C -0.7662 -0.4462 2.1682 -3.589 8.026 -7.129
C -0.8041 -1.5090 1.4509 -1.566 -4.861 -3.798
C -1.5187 -1.5416 0.2271 -1.923 3.586 -1.271
C -2.1869 -0.1644 -0.3485 3.659 -14.066 0.552
C -1.9586 0.8298 0.4186 -5.777 8.780 -8.786
H -2.2957 1.8413 -0.1796 0.560 -1.713 1.982
O -2.7074 -0.6915 -1.4697 -2.869 7.680 0.520
C -2.5218 -1.9154 -1.7829 1.267 -4.358 -3.292
O -1.8505 -2.6260 -0.5812 -0.654 2.334 -0.541
H -3.5721 -2.2771 -2.2663 2.375 -0.329 1.878
H -1.7641 -1.8937 -2.6746 -0.810 -0.921 1.509
H -0.4312 -2.4369 1.7961 0.378 -0.992 0.493
H -0.4930 -0.2923 3.0561 2.631 0.776 6.927
H 0.3319 3.1721 3.1181 0.336 0.862 -1.554
H 1.0305 1.7787 2.4853 -0.314 0.764 -1.729
H 0.5552 3.1610 -1.0819 0.495 -0.549 1.764
S 1.9818 0.2598 0.5181 0.847 1.008 2.045
H 2.3583 -2.5525 0.6534 1.441 0.825 -2.873
H 3.5123 -2.3537 -0.8673 1.560 -0.020 -0.533
H 1.4789 -2.4348 -3.0871 -0.684 0.240 0.334
H 0.9394 -4.1503 -3.0953 2.299 1.575 1.136
H 2.7453 -3.4294 -3.0996 -0.536 -0.995 1.283
```
Positions in Å, forces in eV/Å.

Its spin multiplicity is 1. As for the largest force on an atom: 14.7 eV Å⁻¹. Its energy above the lowest of the compared OMol25 structures with the same formula, charge and spin is 1349.36 kJ/mol. The calculation puts the HOMO energy at -7.3 eV.


Density functional theory data (the ωB97M-V functional and the def2-TZVPD basis) for a structure of composition C14H15N4PdS at a distorted geometry.

Structure (XYZ):
```
35
Properties=species:S:1:pos:R:3:forces:R:3
Pd 10.8261 5.1430 4.6753 -0.180 0.169 -2.187
C 9.7833 5.1692 8.7740 0.956 -0.607 1.598
C 9.8433 4.8959 7.3563 1.389 0.219 -2.630
N 10.9136 4.7910 6.6030 0.473 -1.161 3.471
N 12.1816 4.5939 7.1442 -0.199 0.206 -0.376
C 13.2664 4.5060 6.2833 -0.688 0.786 0.268
N 14.4506 4.4797 6.9102 0.999 -0.184 -0.510
S 13.0759 4.5935 4.5916 1.108 -0.257 0.652
C 8.6560 4.9274 6.5143 -2.361 0.692 0.424
C 7.3816 5.1962 7.0605 0.277 -1.516 -1.074
C 6.2219 5.1038 6.2649 2.030 0.819 0.389
C 6.4182 4.8449 4.9221 0.470 -0.576 -0.982
C 7.7036 4.7039 4.3833 1.085 0.237 1.944
N 8.8055 4.7553 5.2151 -1.519 -0.061 -2.372
H 10.8363 5.2395 9.1570 -1.208 0.425 0.041
H 9.3183 4.3205 9.3081 0.033 0.441 -0.058
H 9.1843 6.0841 8.9359 0.564 -0.360 0.175
H 12.2664 4.3673 8.1368 0.037 0.120 -0.557
H 14.5201 4.6953 7.8956 -0.037 -0.124 -0.165
H 15.3507 4.4600 6.3921 -1.346 -0.018 0.392
H 7.4070 5.1408 8.1120 -0.791 0.705 1.160
H 5.2474 5.3741 6.6165 -0.342 -0.354 0.409
H 5.5577 4.6463 4.3061 -0.083 0.313 -0.339
H 7.9708 4.5618 3.3347 -0.536 -0.034 0.308
C 9.8241 9.7658 5.7969 0.761 0.828 0.077
C 9.1255 9.1006 4.7955 -1.037 0.685 0.092
C 9.4929 7.8531 4.3397 0.359 -0.779 0.213
C 10.5888 7.2087 4.9456 -0.606 0.078 -0.632
C 11.3423 7.8479 5.8998 -0.302 1.409 0.250
C 10.9834 9.1677 6.3073 -0.833 -1.328 -0.799
H 9.4978 10.8157 6.0478 0.518 -1.408 0.041
H 8.2031 9.5861 4.4472 0.505 -0.306 -0.222
H 8.9184 7.3587 3.5466 0.165 0.228 0.365
H 12.2388 7.4051 6.3237 -0.096 -0.060 0.029
H 11.5923 9.5978 7.0558 0.433 0.773 0.609
```
Positions in Å, forces in eV/Å.

Its spin multiplicity is 3. As for the largest force on an atom: 3.7 eV Å⁻¹. Its energy above the lowest of the compared OMol25 structures with the same formula, charge and spin is 0.00 kJ/mol. Its total charge is +1. The calculation puts the HOMO energy (spin up / spin down) at -10.2 / -11.4 eV.


Density functional theory data (the ωB97M-V functional and the def2-TZVPD basis) for an isolated molecule of C14H15N5O2 at a distorted geometry.

Structure (XYZ):
```
36
Properties=species:S:1:pos:R:3:forces:R:3
C -4.1743 -0.1180 0.0510 0.313 0.264 -0.086
C -3.6070 1.1652 -0.5390 -0.497 -0.219 -0.245
O -2.2476 1.3659 -0.1484 0.241 -0.010 0.133
C -1.3241 0.6785 -0.8440 -0.119 0.112 -0.081
O -1.6077 -0.0370 -1.7795 0.016 0.017 0.087
C 0.0542 0.8735 -0.3870 0.450 0.123 -0.093
C 0.4704 1.7868 0.5257 -0.320 -0.202 -0.259
C -0.4172 2.7280 1.2712 -0.057 0.109 0.138
N 1.8085 1.9059 0.8213 -0.020 0.205 0.282
C 2.7392 1.2844 0.0380 0.531 -0.391 -0.591
N 4.0425 1.4678 -0.0014 -0.260 0.480 0.600
C 4.4239 0.6188 -0.9829 -0.417 -0.025 0.077
N 3.4451 -0.0568 -1.5306 0.239 -0.707 -0.729
N 2.3579 0.3753 -0.8744 0.181 0.968 0.693
C 1.0176 -0.1135 -1.0373 -0.533 -0.410 -0.154
C 0.8496 -1.4693 -0.3809 0.054 -0.251 -0.022
C 1.3892 -1.7333 0.8719 -0.089 -0.098 -0.124
C 1.1836 -2.9773 1.4443 -0.011 0.113 -0.046
C 0.4323 -3.9064 0.7411 0.102 -0.032 0.262
N -0.0928 -3.6617 -0.4467 -0.277 -0.479 -0.184
C 0.1140 -2.4791 -0.9942 0.162 0.424 -0.044
H -4.0850 -0.1077 1.1348 -0.045 -0.013 0.098
H -5.2222 -0.2104 -0.2190 -0.132 -0.032 -0.010
H -3.6324 -0.9754 -0.3404 -0.019 -0.078 -0.015
H -3.6619 1.1328 -1.6318 -0.023 0.104 0.185
H -4.1388 2.0422 -0.1635 0.078 -0.081 -0.080
H -1.0091 3.3214 0.5787 0.012 0.034 0.046
H 0.1711 3.3943 1.8985 0.040 0.039 0.035
H -1.1144 2.1742 1.8957 -0.006 0.048 0.034
H 2.1356 2.6361 1.4343 -0.067 -0.065 -0.094
H 5.4442 0.5110 -1.2852 0.230 -0.085 -0.150
H 0.7912 -0.2068 -2.1063 0.097 0.085 0.224
H 1.9685 -0.9822 1.3923 0.068 0.053 0.037
H 1.5955 -3.2169 2.4125 0.024 -0.050 0.072
H 0.2393 -4.8920 1.1440 0.040 -0.060 0.110
H -0.3389 -2.3183 -1.9627 0.015 0.113 -0.106
```
Positions in Å, forces in eV/Å.

Its spin multiplicity is 1. As for the largest force on an atom: 1.2 eV Å⁻¹. The SMILES is CCOC(=O)C1=C(C)Nc2ncnn2[C@H]1c1cccnc1. Its energy above the lowest of the compared OMol25 structures with the same formula, charge and spin is 109.63 kJ/mol. The calculation puts the HOMO energy at -8.6 eV.


Density functional theory data (the ωB97M-V functional and the def2-TZVPD basis) for an isolated molecule of C14H15N5OS at a distorted geometry.

Structure (XYZ):
```
36
Properties=species:S:1:pos:R:3:forces:R:3
C 3.5181 3.2333 0.9907 0.008 0.048 -0.005
C 3.0080 1.9520 0.4210 -0.193 -0.006 -0.306
C 2.3381 1.9007 -0.7998 0.028 -0.232 0.120
C 1.9039 0.6582 -1.2517 0.140 0.430 0.162
C 1.1704 0.4587 -2.5326 -0.038 -0.008 -0.075
N 2.1364 -0.4286 -0.5252 0.309 0.125 -0.100
C 2.7695 -0.2782 0.6220 -0.140 0.113 -0.402
S 2.9881 -1.7394 1.5643 0.084 -0.401 0.238
C 2.3157 -2.9391 0.3660 0.262 0.360 0.100
C 0.9822 -2.5346 -0.2526 -0.103 -0.470 0.010
O 0.6925 -2.7955 -1.3911 -0.065 -0.168 -0.133
N 0.1146 -1.9842 0.6575 0.187 -0.074 1.097
N -1.0789 -1.5198 0.2841 -0.554 0.164 -0.549
C -1.8088 -0.9005 1.1199 0.765 -0.248 0.406
C -3.1069 -0.3940 0.7332 -0.770 0.294 -0.294
C -3.6097 -0.5714 -0.5598 -0.024 0.092 0.251
C -4.8566 -0.0627 -0.8659 0.082 -0.010 0.080
C -5.5619 0.6069 0.1269 -0.058 -0.033 -0.205
N -5.0982 0.7829 1.3530 -0.393 0.275 0.257
C -3.9083 0.2968 1.6461 0.502 -0.303 -0.174
N 3.2163 0.8514 1.1368 0.238 -0.120 0.480
H 4.2600 3.6677 0.3228 0.048 0.086 -0.015
H 2.7033 3.9469 1.0995 -0.013 0.095 0.015
H 3.9708 3.0458 1.9595 0.015 0.032 0.025
H 2.1591 2.7954 -1.3740 -0.025 0.120 -0.066
H 0.7779 -0.5541 -2.5674 -0.047 -0.022 -0.036
H 0.3589 1.1779 -2.6212 -0.058 0.049 -0.067
H 1.8487 0.6056 -3.3722 0.011 0.022 -0.096
H 2.1999 -3.8719 0.9199 0.002 -0.011 -0.014
H 3.0393 -3.0816 -0.4356 -0.208 -0.024 -0.008
H 0.4516 -1.8048 1.6088 -0.082 -0.014 -0.431
H -1.4891 -0.7243 2.1558 0.030 -0.060 -0.067
H -3.0123 -1.1022 -1.2845 0.037 -0.056 -0.096
H -5.2785 -0.1808 -1.8520 -0.044 -0.004 -0.072
H -6.5424 1.0228 -0.0638 -0.071 -0.003 -0.112
H -3.5715 0.4646 2.6621 0.138 -0.041 0.084
```
Positions in Å, forces in eV/Å.

Its spin multiplicity is 1. As for the largest force on an atom: 1.1 eV Å⁻¹. The SMILES is Cc1cc(C)nc(SCC(=O)N/N=C/c2cccnc2)n1. Its energy above the lowest of the compared OMol25 structures with the same formula, charge and spin is 127.27 kJ/mol. The calculation puts the HOMO energy at -8.6 eV.